This record from OMol25 describes a molecular structure, C34H42Br6F24O16. The level of theory is the ωB97M-V functional and the def2-TZVPD basis.

Spin multiplicity: 1
Orbital gap (Ha): 0.3624
Molecular weight (g mol⁻¹): 1642.1

```
122
Properties=species:S:1:pos:R:3:forces:R:3
C -2.0790 0.9861 -5.1282 -1.006 0.383 -0.604
C -1.4828 -0.3588 -5.5334 0.232 1.127 1.331
O -2.5633 -1.1790 -5.9712 -0.216 -0.780 -0.895
C -3.0689 -2.0895 -5.1685 -0.165 0.606 1.295
O -2.7528 -2.2996 -4.0311 0.318 -0.170 -0.122
C -4.2948 -2.8446 -5.7107 0.893 0.176 -0.831
F -5.3073 -2.6956 -4.8744 -0.256 -0.272 0.195
F -4.6782 -2.4276 -6.9162 -0.161 0.131 -0.171
F -3.9497 -4.1335 -5.8272 -0.374 -0.158 0.242
H -1.3909 1.6571 -4.6203 0.148 -0.172 -0.020
H -2.9509 0.8198 -4.4890 0.385 -0.294 0.449
H -2.5713 1.5329 -5.9391 0.565 -0.062 -0.375
H -0.9808 -0.6929 -4.6223 -0.311 -0.811 -0.150
H -0.7235 -0.3531 -6.3064 -0.326 0.171 -0.334
C 7.2206 1.5719 -3.0927 -1.040 -0.948 -0.596
C 6.2694 2.5981 -3.6876 0.860 0.003 -0.469
O 5.4839 3.2526 -2.6854 -0.042 0.701 -0.114
C 4.4495 2.6153 -2.1769 1.001 0.417 0.122
O 4.0946 1.5213 -2.4777 -0.569 -0.653 -0.089
C 3.8011 3.4616 -1.0509 -0.375 -0.361 -0.250
F 2.5960 3.8815 -1.4344 -0.302 0.278 -0.422
F 3.6041 2.7081 0.0213 0.157 -0.488 0.478
F 4.5337 4.4993 -0.7152 0.275 0.446 0.126
H 7.6534 1.8130 -2.1269 0.198 0.458 -0.202
H 7.9533 1.3431 -3.8668 0.321 0.093 0.292
H 6.6521 0.6484 -2.9500 0.127 -0.028 0.174
H 5.6540 2.1808 -4.4864 -0.333 -0.288 0.388
H 6.8446 3.3594 -4.2148 -0.141 0.445 0.521
C 3.5179 -1.9746 -2.0725 0.187 -0.675 -0.983
C 3.4286 -1.3842 -0.6939 0.431 -0.172 0.298
O 4.6931 -0.7183 -0.4753 1.007 0.737 -0.613
C 4.9309 -0.1259 0.6737 -0.375 -1.065 0.022
O 4.2000 -0.1183 1.6153 -0.361 0.410 0.522
C 6.3330 0.5013 0.7610 -0.282 0.530 -0.441
F 6.1971 1.8370 0.6725 0.053 0.174 -0.086
F 6.9113 0.2400 1.9189 0.104 -0.282 0.154
F 7.1293 0.1166 -0.2351 0.215 -0.175 0.041
H 4.3644 -2.6478 -2.2368 0.158 0.036 0.610
H 3.6384 -1.2497 -2.8758 -0.109 0.445 0.388
H 2.6617 -2.5808 -2.3717 -0.311 0.201 0.448
H 3.3921 -2.1273 0.1061 -0.566 -0.082 -0.189
H 2.6258 -0.6519 -0.5997 -0.036 -0.110 0.073
C -9.2314 -1.8298 0.8471 0.728 -0.182 1.051
C -8.7184 -1.2481 -0.4424 -2.028 -0.338 -1.166
O -7.4774 -0.5963 -0.3071 0.989 -0.212 -0.111
C -7.4081 0.6833 0.0204 0.063 -0.823 -0.462
O -8.3245 1.3947 0.2686 -0.222 0.622 0.197
C -5.9172 1.1431 0.0332 -1.877 0.587 1.347
F -5.0900 0.2981 -0.5179 0.458 0.063 -0.220
F -5.8751 2.3521 -0.5212 0.627 -0.084 -0.402
F -5.6149 1.3074 1.3509 0.489 -0.154 -0.369
H -9.4101 -1.0532 1.5936 -0.102 0.137 -0.176
H -8.4667 -2.4737 1.2926 0.024 -0.040 -0.120
H -10.1309 -2.4391 0.7882 -0.069 0.161 -0.504
H -9.4855 -0.6190 -0.9106 0.286 0.649 0.501
H -8.6214 -1.9811 -1.2475 0.651 -0.351 0.465
C 4.3668 -5.1048 1.3635 1.414 -0.414 0.475
C 3.0142 -5.7088 1.4421 -1.157 0.114 -0.287
O 2.0994 -4.7297 0.8952 -0.245 1.328 -0.416
C 0.8229 -5.0339 0.7578 0.388 -0.617 0.145
O 0.3705 -6.1091 1.0000 -0.695 -0.431 0.219
C -0.0515 -3.9211 0.1178 0.228 -0.297 0.280
F 0.5801 -2.7430 0.1467 -0.174 0.028 -0.409
F -0.2950 -4.3131 -1.1399 0.205 0.465 -0.110
F -1.2329 -3.7756 0.7177 0.386 -0.209 0.161
H 5.0232 -5.8636 1.8079 0.203 0.219 -0.079
H 4.5229 -4.1895 1.9322 -0.434 -0.033 0.186
H 4.7568 -4.9045 0.3656 -0.409 -0.210 -0.201
H 2.6698 -5.9193 2.4566 0.261 0.009 0.019
H 2.9100 -6.6281 0.8618 0.118 0.063 0.001
C 0.8541 0.4987 2.0868 -0.022 0.482 0.538
C 0.5188 1.3332 0.8610 0.549 -0.134 1.087
O -0.1018 0.4833 -0.1050 -0.598 -0.697 -1.084
C -1.4291 0.4149 -0.1647 1.674 0.695 0.383
O -2.1516 1.0877 0.5027 -1.138 0.115 0.265
C -1.9090 -0.6347 -1.1730 -0.133 0.282 0.291
F -0.9193 -1.1317 -1.8894 0.057 -0.446 -0.043
F -2.4870 -1.5951 -0.4539 -0.204 -0.367 -0.190
F -2.8033 -0.1032 -2.0017 -0.147 0.076 -0.038
H 1.4846 -0.3553 1.8533 -0.092 -0.055 -0.099
H -0.0491 0.2056 2.6183 -0.166 -0.364 -0.288
H 1.3725 1.1001 2.8398 0.261 0.183 -0.329
H 1.4237 1.6857 0.3752 -0.051 0.147 -0.044
H -0.1119 2.1632 1.1638 -0.087 0.060 -0.364
C -3.8286 4.4487 1.6240 0.098 0.541 0.366
C -2.3684 4.1538 1.9240 -0.943 -0.790 0.157
O -1.6110 5.3566 1.9651 -0.243 1.395 -0.219
C -0.3039 5.3681 2.0458 0.032 -0.961 -0.929
O 0.4143 4.4137 2.1143 0.199 -0.250 0.306
C 0.3025 6.7719 1.9032 0.069 0.498 0.645
F 0.6479 7.2013 3.1336 -0.151 0.079 -0.024
F 1.4109 6.7513 1.1755 0.036 -0.246 -0.216
F -0.5306 7.6573 1.3642 -0.120 0.009 0.012
H -4.1203 5.3959 2.0823 -0.037 -0.047 0.032
H -4.3935 3.6586 2.1156 -0.247 -0.027 -0.276
H -4.0693 4.4978 0.5654 0.063 -0.089 -0.046
H -2.0324 3.4609 1.1533 0.627 0.029 0.334
H -2.3726 3.7067 2.9196 0.603 -0.186 -0.135
C -0.3977 0.4677 6.5928 1.113 -0.891 -0.894
C 0.9987 -0.1157 6.3778 -0.051 -1.324 1.287
O 0.9494 -1.0096 5.2487 -0.362 0.149 -2.023
C 2.0426 -1.6640 4.8915 -0.086 0.025 1.259
O 3.0771 -1.6628 5.4871 0.484 0.276 0.100
C 1.9383 -2.6257 3.6981 0.366 -0.011 -0.380
F 2.1536 -3.8850 4.1142 -0.402 0.106 0.107
F 0.7887 -2.5769 3.0308 -0.101 -0.156 0.094
F 2.9334 -2.3439 2.8491 -0.195 0.132 -0.076
H -1.1054 -0.3439 6.4296 -0.149 0.087 0.184
H -0.5400 1.1900 5.7919 -0.349 0.413 0.437
H -0.4666 0.8291 7.6140 -0.151 0.407 -0.142
H 1.2491 -0.8419 7.1602 0.111 0.690 0.498
H 1.7959 0.6236 6.3115 -0.012 -0.091 -0.345
C 2.0464 0.4419 -4.7269 -0.193 -0.120 0.028
Br 1.3280 1.5329 -6.1949 0.348 -0.224 0.702
Br 2.0390 -1.4414 -5.2040 0.068 0.334 -0.288
Br 1.1681 0.6287 -3.0123 -0.126 0.331 -0.557
H 3.0657 0.7649 -4.5622 0.023 -0.099 -0.134
C -3.5903 -0.3846 3.1647 0.453 -1.216 0.325
Br -3.1171 0.9549 4.4894 -0.785 -0.165 -0.577
Br -5.3076 -1.3267 3.4085 0.793 0.706 0.102
Br -2.1179 -1.7124 3.2025 -0.749 0.435 -0.158
H -3.5937 0.0195 2.1616 -0.016 0.307 0.133
```
Positions in Å, forces in eV/Å.